Below is a 2-piece molecular cluster, C3H6BrO2S overall in a non-equilibrium geometry, with properties calculated with ωB97M-V with the def2-TZVPD basis set.

Computed properties:
Relative energy (zero: lowest compared OMol25 entry of this formula, charge and spin), kcal per mole: 15.7
Charge: -1

Last column: natural (NBO) charge in e.
Cartesian coordinates (Å):
C  1.244  -1.001  0.343  -0.70
C  -1.017  -0.464  -0.550  -0.71
C  0.385  -0.073  -0.423  -0.18
O  -1.577  2.280  0.072  -0.97
O  -0.219  2.086  2.035  -0.98
S  -0.205  2.321  0.593  1.55
Br  1.123  0.163  -2.308  -0.22
H  1.107  -2.113  0.340  0.16
H  2.194  -0.911  -0.033  0.21
H  1.092  -0.654  1.416  0.22
H  -1.482  0.214  -1.228  0.23
H  -1.439  -0.354  0.488  0.22
H  -1.207  -1.493  -0.745  0.17